No. 1
{"formula": "C20H27BeClIN4O6", "method": "ωB97M-V/def2-TZVPD", "homo_lumo_gap_ev": 8.6, "fmax_ev_per_a": 5.01, "relative_energy_kcal_mol": 8.4, "charge": 1, "elements": ["Be", "C", "N", "C", "C", "O", "C", "O", "C", "C", "O", "N", "C", "C", "H", "H", "H", "H", "H", "H", "H", "H", "H", "H", "H", "H", "H", "H", "H", "H", "I", "C", "C", "N", "N", "C", "H", "H", "H", "C", "C", "C", "C", "Cl", "C", "C", "C", "O", "C", "C", "O", "O", "H", "H", "H", "H", "H", "H", "H", "H"], "xyz": [[-0.496, 0.229, -1.478], [-1.766, -2.171, -4.669], [-1.819, -2.886, -3.330], [-2.166, -4.301, -3.441], [-1.425, -2.187, -2.172], [-1.240, -0.971, -2.288], [-1.231, -2.884, -0.862], [-0.608, -1.907, -0.073], [-1.215, -1.455, 1.048], [-1.227, 0.076, 1.110], [-1.020, 0.725, 0.070], [-1.539, 0.676, 2.207], [-1.498, 2.161, 2.263], [-1.757, -0.057, 3.455], [-1.693, -1.141, -4.398], [-2.782, -2.361, -5.077], [-0.930, -2.640, -5.216], [-3.050, -4.528, -4.088], [-2.318, -4.803, -2.484], [-1.367, -4.887, -3.886], [-0.488, -3.675, -0.683], [-2.223, -3.189, -0.464], [-0.682, -1.803, 1.909], [-2.257, -1.698, 1.202], [-1.148, 2.362, 3.285], [-2.529, 2.567, 2.099], [-0.719, 2.442, 1.495], [-1.496, -1.241, 3.396], [-2.813, 0.039, 3.774], [-1.176, 0.351, 4.259], [-2.266, 3.503, -6.009], [-1.528, 2.982, -4.150], [-0.533, 3.619, -3.453], [-0.151, 2.825, -2.467], [-0.883, 1.675, -2.463], [-1.720, 1.741, -3.478], [-0.023, 4.505, -3.759], [0.634, 2.856, -1.854], [-2.478, 1.046, -3.769], [3.829, 2.587, 3.175], [2.994, 1.410, 3.148], [2.328, 1.043, 4.320], [1.632, -0.115, 4.395], [0.639, -0.615, 5.782], [1.670, -0.973, 3.347], [2.422, -0.708, 2.234], [2.941, 0.513, 2.071], [3.595, 0.899, 0.932], [3.302, 0.362, -0.294], [1.894, 0.720, -0.877], [1.518, 1.906, -0.759], [1.061, -0.180, -1.328], [4.822, 2.479, 3.493], [3.464, 3.293, 3.814], [3.903, 3.081, 2.224], [2.445, 1.730, 5.189], [1.085, -1.839, 3.333], [2.463, -1.461, 1.428], [3.589, -0.688, -0.318], [4.027, 0.962, -0.872]], "lowdin_charge": [0.144, 0.033, -0.107, -0.048, -0.257, 0.072, -0.057, -0.106, -0.128, -0.357, 0.073, -0.104, 0.037, -0.037, 0.055, 0.108, 0.113, 0.111, 0.087, 0.092, 0.169, 0.159, 0.096, 0.151, 0.095, 0.116, 0.117, 0.138, 0.107, 0.021, 0.890, -0.743, -0.125, 0.075, 0.045, -0.141, 0.127, 0.101, 0.109, -0.024, -0.170, -0.045, -0.632, 0.668, -0.137, -0.002, -0.218, -0.024, -0.105, -0.438, 0.009, -0.005, 0.090, 0.058, 0.095, 0.143, 0.085, 0.142, 0.129, 0.152]}


No. 2
{"formula": "C11H28BBr2O6PSi2", "method": "ωB97M-V/def2-TZVPD", "smiles": "COB(O)[Si@](CCCO)(OC[C@H](C)CC(C)C)O[Si@H](Br)P(O)Br", "homo_lumo_gap_ev": 9.1, "fmax_ev_per_a": 0.56, "relative_energy_kcal_mol": 0.0, "charge": 0, "elements": ["C", "O", "B", "O", "Si", "C", "C", "C", "O", "O", "C", "C", "C", "C", "C", "C", "C", "O", "Si", "Br", "P", "O", "Br", "H", "H", "H", "H", "H", "H", "H", "H", "H", "H", "H", "H", "H", "H", "H", "H", "H", "H", "H", "H", "H", "H", "H", "H", "H", "H", "H", "H"], "xyz": [[1.155, 3.608, -1.658], [1.518, 2.323, -1.152], [1.930, 2.167, 0.144], [2.697, 3.113, 0.786], [1.258, 0.480, 1.057], [1.188, -0.972, -0.122], [1.227, -2.404, 0.434], [0.387, -3.394, -0.362], [1.166, -3.904, -1.445], [-0.247, 0.881, 1.579], [-1.293, -0.040, 1.848], [-2.592, 0.336, 1.130], [-3.520, -0.876, 1.203], [-2.332, 0.932, -0.272], [-3.303, 0.608, -1.415], [-3.123, 1.668, -2.506], [-3.073, -0.784, -2.008], [2.165, 0.084, 2.407], [3.628, -0.578, 2.638], [4.262, -0.204, 4.713], [5.163, 0.511, 1.307], [6.480, 0.022, 2.173], [5.080, -1.054, -0.320], [1.987, 4.069, -2.194], [0.324, 3.466, -2.347], [0.847, 4.275, -0.852], [3.467, 3.412, 0.299], [0.257, -0.809, -0.682], [1.983, -0.833, -0.862], [2.256, -2.773, 0.398], [0.930, -2.448, 1.487], [0.067, -4.224, 0.277], [-0.512, -2.901, -0.748], [0.629, -3.935, -2.238], [-1.463, -0.051, 2.928], [-1.000, -1.058, 1.556], [-3.061, 1.124, 1.729], [-3.691, -1.151, 2.247], [-3.086, -1.746, 0.706], [-4.496, -0.676, 0.761], [-1.326, 0.668, -0.614], [-2.314, 2.019, -0.154], [-4.332, 0.675, -1.044], [-3.535, 2.631, -2.197], [-2.058, 1.818, -2.715], [-3.600, 1.375, -3.442], [-3.453, -1.583, -1.372], [-2.002, -0.956, -2.160], [-3.555, -0.885, -2.982], [3.634, -2.031, 2.414], [7.282, 0.006, 1.640]], "lowdin_charge": [-0.058, -0.022, -0.612, 0.106, 0.463, -0.218, -0.240, -0.265, -0.061, -0.181, -0.210, -0.321, -0.072, -0.139, -0.423, -0.083, -0.072, -0.361, -0.127, 0.372, 0.392, -0.491, 0.228, 0.091, 0.085, 0.095, 0.100, 0.067, 0.064, 0.090, 0.101, 0.113, 0.105, 0.079, 0.133, 0.111, 0.138, 0.084, 0.069, 0.078, 0.096, 0.120, 0.129, 0.078, 0.076, 0.073, 0.058, 0.076, 0.074, -0.026, 0.039]}


No. 3
{"formula": "C9H18N2O3S", "method": "ωB97M-V/def2-TZVPD", "smiles": "CC(C)C[C@H](NC(=O)[C@@H](N)CS)C(=O)O", "homo_lumo_gap_ev": 9.8, "fmax_ev_per_a": 2.59, "relative_energy_kcal_mol": 6.0, "charge": 0, "elements": ["C", "C", "C", "C", "C", "C", "C", "C", "C", "H", "H", "H", "H", "H", "H", "H", "H", "H", "H", "H", "H", "H", "H", "H", "H", "H", "H", "N", "N", "O", "O", "O", "S"], "xyz": [[-2.475, -0.062, 0.943], [-1.468, -1.006, 0.291], [-3.396, 0.509, -0.165], [0.759, -1.181, -0.746], [1.470, -2.324, 0.046], [1.795, -0.229, -1.405], [2.337, 0.970, -0.593], [2.767, 0.638, 0.840], [1.434, 2.253, -0.584], [-1.326, 0.863, 2.481], [-2.364, 1.855, 1.737], [-3.096, -0.705, 1.663], [-4.021, 1.386, 0.194], [-2.771, 0.914, -0.969], [-3.763, -1.736, -0.993], [-0.122, 0.494, 0.337], [0.210, -1.665, -1.602], [2.618, -0.872, -1.737], [1.249, 0.197, -2.271], [3.245, 1.274, -1.144], [1.825, 0.374, 1.395], [3.456, -0.208, 0.819], [3.185, 1.527, 1.298], [2.015, 3.101, -0.295], [0.584, 2.123, 0.088], [1.095, 2.406, -1.574], [-0.253, -3.014, 0.371], [-1.725, 1.065, 1.562], [-0.242, -0.509, 0.030], [-1.785, -2.191, 0.036], [2.688, -2.401, 0.115], [0.676, -3.176, 0.609], [-4.601, -0.670, -0.776]], "lowdin_charge": [-0.351, -0.429, -0.551, -0.203, -0.485, -0.106, -0.401, -0.068, -0.059, 0.095, 0.089, 0.164, 0.090, 0.079, -0.119, 0.114, 0.173, 0.123, 0.120, 0.131, 0.087, 0.075, 0.074, 0.069, 0.052, 0.059, 0.071, 0.030, 0.120, -0.005, 0.085, 0.159, 0.720]}


No. 4
{"formula": "C4H8O2", "method": "ωB97M-V/def2-TZVPD", "homo_lumo_gap_ev": 9.0, "fmax_ev_per_a": 0.86, "relative_energy_kcal_mol": 113.6, "charge": 0, "elements": ["C", "C", "O", "C", "C", "O", "H", "H", "H", "H", "H", "H", "H", "H"], "xyz": [[0.668, 0.059, 1.676], [0.869, -0.727, 0.410], [-1.176, -0.826, -0.162], [-1.463, 0.028, -1.109], [-0.116, 0.813, -1.485], [0.168, 1.704, -2.185], [-0.358, -0.041, 2.033], [0.896, 1.121, 1.538], [1.348, -0.327, 2.446], [1.892, -0.652, 0.018], [0.574, -1.765, 0.454], [-2.137, 0.869, -0.848], [-1.766, -0.394, -2.090], [0.602, 0.139, -0.697]], "lowdin_charge": [-0.125, -0.103, -0.187, -0.336, -0.151, 0.161, 0.076, 0.078, 0.080, 0.091, 0.087, 0.129, 0.127, 0.073]}


No. 5
{"formula": "C2H2FLiO2Zn", "method": "ωB97M-V/def2-TZVPD", "homo_lumo_gap_ev": 6.8, "fmax_ev_per_a": 4.47, "charge": 2, "elements": ["H", "O", "C", "C", "O", "Li", "Zn", "F", "H"], "xyz": [[-1.387, -0.222, -0.895], [1.605, -0.771, -0.904], [0.490, -0.633, -1.341], [-0.457, 0.440, -0.898], [-0.039, 1.003, 0.285], [1.727, 0.274, 0.746], [-0.880, 2.254, 1.113], [0.006, -1.556, -2.162], [-0.610, 1.157, -1.725]], "lowdin_charge": [0.183, 0.121, -0.411, -0.217, -0.396, 0.857, 1.486, 0.210, 0.166]}


No. 6
{"formula": "C26H27N3O3", "method": "ωB97M-V/def2-TZVPD", "smiles": "CC(=O)N1CCN(c2ccc(NC(=O)c3ccc(OCc4ccccc4)cc3)cc2)CC1", "homo_lumo_gap_ev": 8.1, "fmax_ev_per_a": 0.60, "relative_energy_kcal_mol": 19.0, "charge": 0, "elements": ["C", "C", "O", "N", "C", "H", "C", "N", "C", "C", "C", "C", "C", "C", "H", "H", "N", "C", "O", "C", "C", "C", "C", "C", "C", "H", "H", "O", "C", "C", "C", "C", "C", "C", "C", "H", "H", "H", "H", "H", "H", "H", "H", "H", "H", "H", "H", "C", "H", "C", "H", "H", "H", "H", "H", "H", "H", "H", "H"], "xyz": [[-5.459, -2.431, 0.170], [-5.234, -1.104, 0.864], [-6.016, -0.669, 1.687], [-4.100, -0.430, 0.542], [-3.158, -0.758, -0.501], [-3.386, -1.724, -0.946], [-3.202, 0.349, -1.571], [-2.921, 1.649, -1.007], [-1.608, 2.089, -0.878], [-0.504, 1.299, -1.209], [0.784, 1.785, -1.113], [1.027, 3.074, -0.654], [-0.065, 3.888, -0.369], [-1.352, 3.409, -0.485], [-2.172, 4.079, -0.280], [0.099, 4.909, -0.055], [2.331, 3.571, -0.506], [3.437, 2.904, -0.066], [4.543, 3.398, -0.151], [3.167, 1.574, 0.550], [3.837, 0.444, 0.106], [3.540, -0.805, 0.622], [2.588, -0.930, 1.628], [1.966, 0.217, 2.126], [2.243, 1.452, 1.585], [1.741, 2.329, 1.966], [1.255, 0.106, 2.929], [2.193, -2.105, 2.191], [2.566, -3.312, 1.560], [2.039, -3.437, 0.150], [0.851, -2.814, -0.210], [0.366, -2.926, -1.500], [1.059, -3.668, -2.441], [2.239, -4.298, -2.086], [2.729, -4.180, -0.798], [3.654, -4.669, -0.525], [2.784, -4.878, -2.816], [0.680, -3.755, -3.449], [-0.559, -2.438, -1.772], [0.312, -2.236, 0.527], [3.656, -3.443, 1.576], [2.123, -4.093, 2.190], [4.050, -1.669, 0.227], [4.577, 0.542, -0.674], [2.487, 4.536, -0.770], [1.607, 1.147, -1.392], [-0.625, 0.284, -1.552], [-3.881, 1.954, 0.037], [-3.669, 2.922, 0.485], [-3.851, 0.872, 1.126], [-4.623, 1.054, 1.875], [-2.866, 0.866, 1.607], [-4.878, 1.988, -0.413], [-2.512, 0.137, -2.387], [-4.216, 0.389, -1.987], [-2.153, -0.799, -0.061], [-5.596, -2.291, -0.900], [-6.363, -2.871, 0.583], [-4.625, -3.107, 0.344]], "lowdin_charge": [0.002, -0.503, 0.046, -0.066, -0.130, 0.110, -0.138, -0.103, -0.227, -0.008, -0.013, -0.265, -0.018, -0.018, 0.106, 0.114, 0.135, -0.445, 0.079, -0.179, -0.010, 0.005, -0.269, 0.015, -0.022, 0.127, 0.121, -0.044, -0.146, -0.218, -0.028, -0.078, -0.088, -0.080, -0.044, 0.115, 0.103, 0.102, 0.090, 0.116, 0.130, 0.141, 0.111, 0.126, 0.158, 0.120, 0.088, -0.128, 0.109, -0.107, 0.122, 0.134, 0.133, 0.117, 0.131, 0.119, 0.082, 0.084, 0.083]}